A cluster of 12 separate species, C5H35N2O12 in total at a distorted geometry, computed with ωB97M-V with the def2-TZVPD basis set.

Computed properties:
Total charge = +1
Largest force on an atom = 2.48 eV/Å
E_tot = -1223.63838 hartree

Each line ends with the Löwdin charge.
Cartesian coordinates (Å):
C  2.03477  1.14194  0.21733  -0.183
N  0.95297  1.96490  0.70132  -0.064
C  1.23057  2.79650  1.87180  -0.162
C  0.70725  4.19593  1.57389  -0.225
O  -0.48663  4.37044  1.54986  0.057
C  1.38116  -0.21755  -0.17061  -0.116
N  0.62229  -0.17887  -1.44478  0.000
C  -0.61735  -0.99847  -1.48175  0.006
H  2.78650  0.78615  0.95859  0.134
H  2.59649  1.57810  -0.60576  0.108
H  0.04947  1.53483  0.75984  0.068
H  2.27828  2.78963  2.21210  0.123
H  0.74643  2.50191  2.82018  0.130
H  1.37611  4.93261  1.11381  0.121
H  0.75568  -0.54156  0.68124  0.130
H  2.18903  -0.95210  -0.14860  0.128
H  1.19527  -0.56155  -2.21301  0.125
H  0.43988  0.81331  -1.60623  0.118
H  -0.99681  -1.05358  -2.50297  0.111
H  -0.20391  -2.00213  -1.25978  0.071
H  -1.34210  -0.73251  -0.71535  0.074
H  1.14874  -4.57059  -1.90405  0.039
H  -0.37734  -4.62780  -1.91652  0.076
O  0.38878  -4.69023  -1.34451  -0.011
H  -4.65654  -0.41574  -1.80760  0.041
H  -3.31041  0.41164  -2.11086  0.027
O  -3.97805  0.17136  -1.45962  -0.054
H  1.33009  -3.10150  -3.27026  0.064
H  2.76429  -2.46026  -2.90506  0.067
O  1.84393  -2.53061  -2.68946  -0.017
H  1.98822  4.18166  -2.00007  0.076
H  1.20273  3.22720  -1.14847  0.030
O  1.67567  3.27408  -2.00085  -0.050
H  0.97835  -1.36462  4.32413  0.039
H  -0.27938  -2.22452  4.44744  -0.001
O  0.67865  -2.29142  4.28648  -0.080
H  -1.71082  -1.76995  3.15180  0.006
H  -2.21433  -0.43347  3.76006  0.042
O  -1.87979  -1.30337  3.99294  -0.063
H  -3.13621  1.03915  1.51973  0.073
H  -1.93236  0.08097  1.33736  0.003
O  -2.18644  1.01423  1.40691  -0.042
H  0.76870  -3.83873  1.47354  0.073
H  0.39898  -3.73953  0.00435  -0.018
O  0.41204  -3.21441  0.82737  -0.071
H  -1.33265  -2.42618  0.98102  0.041
H  -2.72378  -2.26990  1.78084  0.079
O  -2.00611  -1.80370  1.34391  -0.074
H  0.56396  1.44980  -4.45977  0.047
H  1.28754  2.19145  -3.26841  0.020
O  0.88025  1.34404  -3.57065  -0.062
H  -1.25685  3.58454  -0.65612  0.027
H  -1.59815  2.28796  0.21921  -0.023
O  -1.42701  2.65056  -0.65592  -0.059

Atoms 1-2, force components in eV/Å:
C -0.7 -2.3 0.3
N 1.5 1.4 0.7


The molecule C9H8N2 at a distorted geometry, computed with ωB97M-V with the def2-TZVPD basis set.

Computed properties:
Total charge = 0
Structure (SMILES) = Nc1ccc2ccncc2c1
Largest force on an atom = 15.23 eV/Å
E_tot = -457.10585 hartree

Each line ends with the Löwdin charge.
Cartesian coordinates (Å):
C  2.13961  -0.11356  -0.06644  -0.206
C  1.69569  1.29865  -0.15408  -0.066
C  0.43247  1.74770  -0.21597  -0.015
C  -0.60907  0.68176  0.05616  -0.151
C  -1.94549  1.15746  0.04091  -0.098
C  -2.88766  0.32464  0.35759  -0.136
C  -1.50466  -1.51277  -0.23101  -0.140
C  -0.25333  -0.72276  -0.04584  -0.129
C  1.14869  -1.14654  0.15486  0.003
H  4.29633  0.27166  0.10796  0.166
H  3.70574  -1.49346  0.26416  -0.056
H  2.60686  1.99142  -0.32153  0.123
H  0.06829  2.67554  -0.16164  0.058
H  -2.24478  2.31185  0.39862  0.180
H  -3.92394  0.41444  0.34623  0.080
H  -1.42089  -2.65754  -0.62302  0.147
H  1.56485  -2.24065  0.17820  0.135
N  3.57017  -0.62048  0.18909  0.066
N  -2.70590  -1.03105  -0.12709  0.040

Atoms 1-2, force components in eV/Å:
C -0.3 -3.0 2.6
C 4.8 -0.3 -1.2


A cluster of 2 separate species, C4H9NO in total at a distorted geometry, computed with ωB97M-V with the def2-TZVPD basis set.

Computed properties:
Total charge = 0
Structure (SMILES) = C=N/C=C\C.O
Largest force on an atom = 5.46 eV/Å
E_tot = -287.63395 hartree

Each line ends with the Löwdin charge.
Cartesian coordinates (Å):
C  -1.08698  1.73145  -0.78884  -0.115
C  -0.95782  0.38424  -1.48194  -0.162
C  -0.20298  -0.46566  -0.83895  -0.241
N  1.15378  -0.15629  -0.39677  0.013
C  1.08363  0.30421  0.84024  -0.020
H  -1.53206  2.50880  -1.38035  0.049
H  -0.08793  1.96940  -0.41647  0.052
H  -1.87842  1.76177  0.00750  0.090
H  -1.50591  0.23082  -2.45445  0.121
H  -0.57459  -1.50925  -1.00296  0.105
H  0.58343  -0.22927  1.57950  0.040
H  1.49407  1.22933  1.16343  0.067
H  1.86913  -2.53904  1.99606  0.066
H  0.74593  -2.62365  1.15072  -0.052
O  0.89671  -2.59688  2.02329  -0.013

Atoms 1-2, force components in eV/Å:
C -0.5 0.4 -0.4
C -1.8 3.3 0.2


A cluster of 2 separate species, C4H12NO2 in total at a distorted geometry, computed with ωB97M-V with the def2-TZVPD basis set.

Computed properties:
⟨S²⟩ = 0.7578
Total charge = +2
Spin multiplicity = 2
Largest force on an atom = 2.02 eV/Å
E_tot = -364.05492 hartree

Each line ends with the Löwdin spin population.
Cartesian coordinates (Å):
C  0.08953  -1.68484  -1.45018  0.005
C  -0.22902  -0.68899  -0.28088  0.008
C  -0.03801  0.74934  -0.80497  0.120
C  -1.32559  1.61641  -0.90106  0.136
O  -1.81957  2.05947  0.08013  0.643
N  0.67133  -1.04711  0.94777  0.005
H  0.66125  -1.16587  -2.19427  0.001
H  -0.83054  -2.18290  -1.74819  0.000
H  0.67667  -2.51572  -1.04564  0.001
H  -1.23407  -0.84768  0.10887  0.002
H  0.44343  0.80579  -1.78007  0.007
H  0.63048  1.38387  -0.20236  -0.001
H  -1.70639  1.80305  -1.93146  0.071
H  1.44906  -1.57961  0.55441  0.000
H  0.10990  -1.68038  1.52217  0.000
H  0.87980  -0.22033  1.54627  0.000
H  0.61973  1.93999  1.80698  0.000
H  0.14787  1.83978  3.17883  0.000
O  0.80412  1.41573  2.59366  0.003

Atoms 1-2, force components in eV/Å:
C -0.4 -0.3 2.0
C 0.2 -0.8 -0.1


A structure of composition C16H11F6N6O4PdS2 at a distorted geometry, computed with ωB97M-V with the def2-TZVPD basis set.

Computed properties:
⟨S²⟩ = 2.0066
Total charge = +1
Spin multiplicity = 3
Largest force on an atom = 3.22 eV/Å
E_tot = -2768.96137 hartree

Each line ends with the Löwdin spin population.
Cartesian coordinates (Å):
Pd  0.90566  0.27518  -0.29899  1.425
N  -2.25974  -2.98692  -0.93059  0.002
C  -1.14334  -2.27092  -1.08509  0.006
N  -1.06534  -0.99032  -0.87439  0.079
C  -2.18374  -0.32462  -0.41289  0.014
N  -2.10554  0.92918  -0.07099  0.036
N  -0.92554  1.50298  -0.16949  0.156
C  -0.79954  2.78198  -0.13469  0.003
C  0.50786  3.33268  -0.38629  0.007
C  0.77836  4.69168  -0.22069  0.000
C  2.06186  5.14998  -0.45059  -0.003
C  3.01746  4.24268  -0.88559  0.002
C  2.65936  2.91178  -1.08539  0.007
N  1.44066  2.46438  -0.82819  0.104
C  -3.45324  -1.00422  -0.35179  0.003
C  -4.65094  -0.34662  -0.05059  0.002
C  -5.83094  -1.05432  -0.02719  0.000
C  -5.83844  -2.42312  -0.29929  0.001
C  -4.66744  -3.08922  -0.59709  0.000
C  -3.46754  -2.38462  -0.62429  0.001
H  -2.24364  -3.99182  -1.05779  0.000
H  -0.24094  -2.78472  -1.39449  0.001
H  -1.66024  3.42388  0.03101  0.004
H  -0.01224  5.35808  0.08281  0.001
H  2.30606  6.18928  -0.29489  0.000
H  4.02856  4.56048  -1.07269  0.001
H  3.37526  2.19178  -1.46309  0.001
H  -4.61724  0.71328  0.14081  0.001
H  -6.75774  -0.55532  0.20051  0.000
H  -6.77324  -2.96112  -0.28529  0.000
H  -4.67504  -4.14662  -0.80989  0.000
F  5.21936  1.78318  0.87881  0.000
C  4.99586  0.57128  1.39061  0.002
F  5.06256  0.65328  2.70701  0.000
F  5.93836  -0.24602  0.95331  0.001
S  3.29396  0.05328  0.79271  0.002
O  3.35606  0.13168  -0.64159  0.020
O  2.37666  1.00298  1.38161  0.060
N  3.13076  -1.41272  1.34211  -0.002
S  1.77326  -1.97382  0.79751  0.000
O  1.68746  -2.01472  -0.64039  0.018
O  0.59886  -1.40702  1.41741  0.043
C  1.75436  -3.79382  1.27441  0.001
F  0.63026  -4.28112  0.72451  0.000
F  1.69606  -4.01842  2.57261  0.000
F  2.77686  -4.45282  0.75651  0.000

Atoms 1-2, force components in eV/Å:
Pd -2.4 2.0 -0.9
N 0.3 -0.3 -0.2


A structure of composition C2HFKOP at a distorted geometry, computed with ωB97M-V with the def2-TZVPD basis set.

Computed properties:
Total charge = 0
Largest force on an atom = 1.36 eV/Å
E_tot = -1193.08437 hartree

Each line ends with the Löwdin charge.
Cartesian coordinates (Å):
O  0.27071  -0.04624  -0.85645  -0.578
C  0.06076  1.16253  -0.25286  -0.802
C  -1.09818  1.82209  -0.20702  -0.187
H  -1.24668  2.88945  -0.07280  0.087
P  1.61499  0.57437  0.35660  0.728
F  -2.23678  1.06593  -0.01110  -0.087
K  -0.77823  -1.92087  0.48482  0.839

Atoms 1-2, force components in eV/Å:
O -0.1 -0.7 0.9
C 0.3 0.0 -0.3